1.
This record from OMol25 describes an isolated molecule of C28H37NO5. The level of theory is ωB97M-V with the def2-TZVPD basis set.

Properties
Charge: 0
SMILES: CCOc1cc(C2C3=C(CC(C)(C)CC3=O)N(CCOC)C3=C2C(=O)CC(C)(C)C3)ccc1O

Each line ends with the Mulliken charge.
Positions of all 71 atoms, in Å:
C  -5.359  1.646  -1.822  -0.63
C  -4.662  2.255  -3.035  -0.50
O  -3.890  1.320  -3.764  -0.54
C  -2.692  0.887  -3.243  0.94
C  -2.094  1.346  -2.086  0.49
C  -0.883  0.816  -1.655  -1.38
C  -0.321  1.279  -0.325  0.39
C  1.182  1.323  -0.322  -1.38
C  1.913  0.308  0.183  0.70
C  3.415  0.335  0.180  -1.87
C  3.981  1.759  0.067  1.93
C  3.725  2.532  1.363  -1.79
C  5.488  1.682  -0.184  -2.12
C  3.292  2.458  -1.103  -1.30
C  1.788  2.505  -0.932  1.12
O  1.130  3.452  -1.314  -0.67
N  1.301  -0.772  0.813  0.82
C  1.935  -2.072  0.792  -0.89
C  1.704  -2.777  -0.564  -0.19
O  2.257  -4.067  -0.605  -0.47
C  1.485  -5.064  0.018  -0.64
C  -0.017  -0.643  1.231  0.71
C  -0.805  0.352  0.765  -0.71
C  -2.168  0.558  1.238  0.95
O  -2.868  1.475  0.851  -0.69
C  -2.704  -0.474  2.208  -1.47
C  -1.623  -0.998  3.151  2.00
C  -1.088  0.141  4.022  -1.85
C  -2.200  -2.091  4.052  -2.13
C  -0.493  -1.590  2.298  -1.80
C  -0.260  -0.159  -2.414  -0.30
C  -0.838  -0.613  -3.588  -1.25
C  -2.054  -0.106  -4.007  0.36
O  -2.631  -0.564  -5.153  -0.67
H  -5.914  0.759  -2.121  0.30
H  -4.643  1.369  -1.053  0.03
H  -6.052  2.371  -1.406  0.36
H  -4.044  3.110  -2.739  0.32
H  -5.407  2.599  -3.759  0.35
H  -2.558  2.111  -1.487  0.70
H  -0.709  2.287  -0.137  1.00
H  3.787  -0.261  -0.660  0.26
H  3.796  -0.111  1.102  0.66
H  2.662  2.577  1.584  0.33
H  4.234  2.057  2.199  0.42
H  4.096  3.550  1.272  0.45
H  5.986  1.158  0.629  0.40
H  5.910  2.681  -0.254  0.45
H  5.701  1.157  -1.113  0.43
H  3.493  1.914  -2.031  0.36
H  3.662  3.477  -1.228  0.37
H  3.009  -1.986  0.958  0.25
H  1.528  -2.697  1.584  0.49
H  0.626  -2.803  -0.783  0.47
H  2.207  -2.219  -1.358  0.08
H  0.461  -5.074  -0.375  0.28
H  1.968  -6.011  -0.213  0.28
H  1.448  -4.941  1.106  0.25
H  -3.105  -1.299  1.611  0.39
H  -3.533  -0.033  2.763  0.40
H  -0.330  -0.227  4.710  0.42
H  -1.895  0.579  4.604  0.45
H  -0.648  0.924  3.409  0.36
H  -2.999  -1.688  4.670  0.44
H  -2.607  -2.909  3.461  0.43
H  -1.431  -2.492  4.710  0.40
H  -0.854  -2.512  1.829  0.37
H  0.335  -1.847  2.963  0.61
H  0.689  -0.565  -2.101  0.41
H  -0.358  -1.367  -4.191  0.44
H  -3.457  -0.076  -5.271  0.34

Cartesian forces, eV/Å:
C 0.3 0.0 -0.3
C -0.4 0.2 0.3
O 0.5 -0.4 -0.1
C 0.0 -0.2 -0.2
C -0.2 0.0 -0.2
C 0.0 0.1 -0.1
C 0.0 -0.1 0.1
C -0.6 -0.3 0.3
C 0.0 0.5 -0.3
C 0.1 0.1 0.0
C 0.1 -0.1 -0.1
C 0.0 -0.1 -0.2
C -0.3 0.0 0.0
C 0.0 0.2 0.1
C 0.6 0.1 -0.1
O 0.0 -0.1 0.1
N 0.0 0.2 0.1
C 0.1 -0.6 -0.4
C 0.0 0.2 0.2
O 0.2 0.1 0.0
C 0.0 0.0 0.0
C -0.6 0.2 0.1
C 0.6 0.2 -0.3
C -0.3 -0.4 0.4
O 0.1 0.1 0.0
C 0.0 0.2 0.1
C 0.0 -0.2 0.0
C -0.1 -0.1 -0.1
C 0.1 0.2 -0.2
C -0.1 0.1 0.1
C -0.1 0.1 0.1
C -0.3 0.0 -0.2
C -0.1 0.1 0.2
O 0.0 0.0 0.0
H -0.1 -0.1 0.0
H 0.0 0.0 0.1
H -0.1 0.1 0.1
H 0.0 0.0 -0.1
H 0.1 0.0 0.1
H -0.1 0.1 0.1
H 0.1 -0.2 0.0
H 0.1 -0.1 0.0
H 0.0 -0.1 0.0
H -0.1 0.1 0.1
H 0.1 0.0 0.1
H 0.0 0.1 0.0
H 0.1 -0.1 0.1
H 0.1 0.1 0.0
H 0.0 -0.1 -0.1
H 0.0 0.0 -0.1
H 0.0 0.0 0.0
H -0.1 0.0 0.1
H 0.1 0.1 0.0
H 0.1 0.0 0.0
H -0.1 0.1 0.0
H 0.0 0.0 0.0
H -0.1 0.0 0.1
H 0.0 0.0 0.0
H 0.0 -0.1 0.0
H 0.0 0.0 0.0
H 0.1 0.0 0.1
H -0.1 0.1 0.1
H 0.1 0.1 0.0
H -0.1 0.0 0.1
H -0.1 -0.1 -0.1
H 0.1 -0.1 0.1
H 0.1 -0.1 0.0
H 0.0 -0.1 0.0
H 0.1 0.0 0.0
H 0.0 -0.1 -0.1
H 0.0 0.0 0.0

***

2.
This record from OMol25 describes a 2-piece molecular cluster, C28H37O7 overall. The level of theory is ωB97M-V with the def2-TZVPD basis set.

Properties
Charge: -1

Each line ends with the Mulliken charge.
Positions of all 72 atoms, in Å:
C  4.306  0.079  1.662  -1.27
C  3.125  0.996  1.402  0.03
O  1.942  0.181  1.301  0.23
C  0.760  0.889  1.335  -0.03
C  -0.230  0.204  2.141  0.99
C  -1.443  0.923  2.524  0.15
O  -2.089  0.519  3.515  -0.76
C  -1.947  2.177  1.794  -0.64
C  -3.113  2.019  0.851  -0.23
C  -4.274  1.137  1.358  -1.14
C  -4.149  -0.298  0.831  0.10
C  -4.329  -1.412  1.882  -0.74
C  -3.587  -2.705  1.493  -1.33
C  -2.058  -2.666  1.567  0.76
C  -1.431  -2.659  2.971  -0.76
C  0.058  -2.301  2.981  -0.66
C  0.330  -0.808  3.135  -0.98
O  0.663  1.938  0.702  -0.80
H  5.154  0.413  1.044  0.36
H  4.580  0.172  2.721  0.33
H  4.067  -0.968  1.438  0.17
H  2.983  1.686  2.248  0.45
H  3.224  1.562  0.469  0.05
H  -2.207  2.906  2.573  0.45
H  -1.116  2.583  1.216  0.15
H  -3.510  3.024  0.650  0.43
H  -2.722  1.629  -0.100  -0.18
H  -4.315  1.158  2.454  0.45
H  -5.213  1.563  0.973  0.49
H  -4.906  -0.457  0.038  0.55
H  -3.184  -0.422  0.315  -0.32
H  -4.009  -1.045  2.872  0.34
H  -5.411  -1.625  1.945  0.43
H  -3.987  -3.508  2.120  0.39
H  -3.856  -2.941  0.455  0.35
H  -1.672  -3.538  1.017  0.39
H  -1.670  -1.789  1.029  -0.82
H  -1.961  -1.935  3.610  0.20
H  -1.548  -3.650  3.442  0.55
H  0.521  -2.752  3.872  0.41
H  0.592  -2.714  2.113  0.14
H  1.418  -0.670  3.145  0.06
H  -0.086  -0.517  4.114  0.54
C  1.412  1.693  -4.867  -1.26
C  0.342  2.502  -4.132  1.50
C  -0.124  3.680  -4.987  -1.76
O  -0.847  1.734  -3.753  -0.34
C  -0.752  1.024  -2.590  -0.91
O  -1.752  0.577  -2.037  -0.60
C  0.639  0.872  -2.044  0.31
C  0.921  -0.168  -1.195  0.06
C  2.115  -0.991  -1.279  1.08
C  3.283  -0.557  -1.946  0.14
C  4.350  -1.434  -2.121  -1.04
C  4.312  -2.716  -1.577  -0.56
C  3.175  -3.125  -0.871  -0.61
C  2.069  -2.298  -0.754  -0.34
C  1.432  2.155  -2.082  0.65
O  2.418  2.410  -1.421  -0.62
O  0.885  3.100  -2.922  -0.42
H  1.771  0.844  -4.265  0.25
H  1.002  1.340  -5.825  0.46
H  2.274  2.354  -5.074  0.31
H  -0.914  4.229  -4.463  0.40
H  0.719  4.361  -5.163  0.38
H  -0.493  3.291  -5.942  0.37
H  0.084  -0.507  -0.580  0.39
H  3.340  0.489  -2.257  0.48
H  5.211  -1.103  -2.691  0.39
H  5.174  -3.381  -1.669  0.36
H  3.121  -4.118  -0.427  0.39
H  1.134  -2.632  -0.287  0.28

Cartesian forces, eV/Å:
C 0.3 0.3 0.1
C -0.6 0.0 -0.5
O 0.9 0.2 0.0
C -1.7 -0.3 0.8
C 0.5 1.2 -0.3
C 0.3 -0.9 0.1
O -0.2 0.3 -0.3
C 1.0 0.2 0.5
C -0.6 -0.1 -0.2
C 0.0 0.2 -0.5
C -0.1 -0.5 -0.1
C 0.0 0.2 -0.1
C -0.2 0.3 0.1
C 0.3 0.1 0.1
C -0.3 -0.2 0.1
C 0.0 0.1 0.3
C -0.2 0.5 0.1
O 0.6 0.0 0.0
H -0.1 -0.3 0.3
H 0.2 -0.3 -0.3
H 0.1 0.3 0.0
H 0.0 0.0 -0.3
H 0.1 0.0 0.4
H 0.0 -0.3 0.1
H -0.2 0.1 0.3
H 0.2 -0.1 -0.1
H -0.3 0.0 0.1
H 0.1 0.0 -0.2
H 0.1 -0.1 0.2
H 0.3 0.0 0.2
H -0.2 0.1 0.3
H 0.0 -0.2 -0.4
H 0.3 -0.1 0.2
H 0.2 -0.2 0.0
H -0.1 -0.1 0.1
H 0.0 0.1 0.1
H -0.2 -0.1 0.1
H 0.2 -0.1 -0.2
H -0.2 0.1 -0.2
H 0.0 -0.2 -0.2
H -0.2 0.0 0.0
H -0.3 -0.1 0.3
H 0.2 -0.1 -0.1
C 0.0 -0.1 0.0
C -0.2 0.7 0.8
C -0.1 -0.3 0.3
O 0.9 0.2 -0.2
C -1.1 -0.3 2.4
O 1.6 0.5 -1.6
C -0.2 1.6 0.3
C -0.6 0.0 -1.2
C 1.0 0.1 0.5
C -0.3 -0.2 0.3
C -0.2 0.3 0.0
C -0.2 0.0 0.3
C 0.0 -0.3 -0.2
C -0.2 0.6 -0.2
C 1.3 -1.0 0.0
O -1.2 -0.1 -1.1
O 0.0 -0.7 -0.6
H -0.2 0.2 -0.3
H 0.1 0.0 0.4
H -0.4 -0.2 0.1
H 0.1 -0.2 -0.2
H -0.2 -0.3 0.0
H 0.0 0.2 0.2
H -0.1 -0.7 -0.6
H 0.1 -0.5 -0.1
H 0.0 0.0 0.2
H -0.3 0.2 0.0
H 0.1 0.1 -0.1
H 0.5 0.1 0.0

***

3.
This record from OMol25 describes a 2-piece molecular cluster, C28H38BN4O overall. The level of theory is ωB97M-V with the def2-TZVPD basis set.

Properties
Charge: +1

Each line ends with the Mulliken charge.
Positions of all 72 atoms, in Å:
C  4.696  -2.957  -1.770  -0.93
N  3.771  -2.016  -1.188  0.28
C  4.170  -0.771  -0.786  0.12
O  5.334  -0.363  -0.779  -0.69
C  2.921  -0.031  -0.311  -0.10
C  2.625  1.217  -1.140  -0.39
C  3.701  2.266  -0.952  0.65
C  4.395  2.749  -2.070  -0.37
C  5.471  3.623  -1.887  -0.63
C  5.811  4.042  -0.598  -0.42
C  5.097  3.588  0.522  -0.80
C  4.028  2.704  0.333  -0.15
N  1.872  -1.056  -0.423  0.61
C  0.608  -0.768  -0.031  0.21
C  -0.508  -1.575  -0.238  0.24
C  -1.833  -1.347  0.151  0.66
C  -2.868  -2.325  -0.043  0.63
C  -4.208  -2.072  0.349  -0.37
C  -5.219  -3.011  0.164  -0.71
C  -4.945  -4.259  -0.426  1.20
C  -6.034  -5.263  -0.641  -1.40
C  -3.630  -4.538  -0.814  -0.92
C  -2.613  -3.611  -0.625  -0.63
C  2.339  -2.288  -1.071  0.09
C  1.733  -2.497  -2.464  -1.54
C  2.112  -3.554  -0.237  -1.57
H  5.701  -2.528  -1.748  0.38
H  4.675  -3.900  -1.214  0.30
H  4.422  -3.200  -2.804  0.31
H  3.067  0.239  0.753  0.37
H  2.542  0.932  -2.202  0.28
H  1.643  1.613  -0.838  0.43
H  4.105  2.399  -3.062  0.34
H  6.033  3.967  -2.760  0.38
H  6.654  4.714  -0.454  0.38
H  5.363  3.903  1.531  0.39
H  3.469  2.315  1.191  0.24
H  0.501  0.195  0.485  0.31
H  -0.312  -2.494  -0.781  -0.66
H  -2.080  -0.404  0.624  0.24
H  -4.428  -1.104  0.810  0.38
H  -6.239  -2.789  0.476  0.42
H  -5.633  -6.163  -1.116  0.36
H  -6.507  -5.557  0.303  0.34
H  -6.825  -4.865  -1.286  0.33
H  -3.405  -5.506  -1.269  0.29
H  -1.604  -3.891  -0.922  0.31
H  1.989  -1.659  -3.127  0.34
H  2.123  -3.436  -2.878  0.50
H  0.647  -2.582  -2.408  0.40
H  2.651  -3.479  0.718  0.36
H  1.049  -3.697  -0.034  0.35
H  2.472  -4.422  -0.805  0.49
H  -2.977  0.793  1.189  -1.03
B  -3.632  1.784  1.778  0.16
H  -4.627  2.017  1.093  -0.20
H  -3.919  1.358  2.909  -0.07
C  -2.907  3.171  2.003  -0.21
N  -3.355  4.435  2.266  0.19
C  -4.723  4.850  2.501  -0.79
C  -2.296  5.319  2.343  -0.43
C  -1.162  4.588  2.164  -0.39
N  -1.548  3.279  1.986  0.31
C  -0.655  2.154  1.831  -0.89
H  -4.725  5.948  2.536  0.29
H  -5.388  4.502  1.700  0.31
H  -5.108  4.470  3.461  0.29
H  -2.442  6.372  2.517  0.41
H  -0.136  4.918  2.156  0.44
H  0.392  2.492  1.867  0.24
H  -0.831  1.408  2.625  0.31
H  -0.860  1.659  0.870  0.45

Cartesian forces, eV/Å:
C -0.1 -0.6 -0.2
N 0.0 0.7 0.1
C 1.6 0.0 0.1
O -2.2 -0.5 -0.1
C 0.5 0.0 0.6
C -0.2 0.2 -0.2
C 0.0 0.1 -0.3
C 0.2 -0.1 0.6
C -0.3 0.0 0.0
C -0.1 -0.2 0.2
C -0.3 -0.2 -0.5
C 0.4 0.2 -0.1
N -2.1 0.8 0.8
C 1.4 0.0 -0.3
C -0.8 -0.8 -0.2
C 1.5 -0.5 -0.3
C -0.5 -1.1 -0.4
C 0.1 0.3 0.1
C 0.4 0.0 -0.1
C -0.1 0.6 0.2
C -0.1 -0.3 -0.1
C 0.5 0.2 0.0
C -0.3 0.3 0.2
C 0.4 -0.8 -0.7
C 0.0 0.2 -0.2
C 0.1 0.2 0.3
H -0.3 0.0 0.1
H 0.2 0.2 0.0
H 0.1 0.2 0.1
H -0.1 -0.2 -0.5
H 0.0 0.1 0.3
H 0.2 -0.1 -0.1
H 0.2 0.1 0.2
H -0.2 -0.1 0.4
H -0.1 -0.1 0.0
H 0.0 0.0 -0.3
H 0.2 0.2 -0.2
H 0.1 -0.4 -0.3
H -0.1 0.3 0.3
H -0.2 -0.1 0.1
H 0.0 -0.3 -0.2
H 0.3 0.0 -0.1
H -0.1 0.1 0.1
H 0.1 0.1 -0.1
H 0.1 0.0 0.1
H 0.0 0.3 0.2
H -0.3 0.0 0.0
H -0.1 -0.3 0.1
H -0.1 0.3 0.0
H 0.2 0.0 -0.2
H -0.2 -0.1 -0.2
H 0.2 -0.1 0.0
H -0.1 0.3 0.3
H -0.6 2.0 0.8
B -0.8 -1.3 -0.2
H 0.1 -0.2 0.3
H -0.1 0.2 -0.5
C 1.3 0.4 0.1
N 0.4 -0.9 -0.3
C -0.7 0.1 0.1
C 0.6 -0.7 0.0
C -0.3 0.8 0.2
N -0.6 0.4 0.0
C 0.2 -0.5 -0.1
H -0.1 -0.4 -0.1
H 0.3 0.1 0.2
H 0.3 0.1 -0.4
H 0.0 -0.1 0.0
H -0.1 -0.2 0.0
H -0.5 0.0 0.0
H 0.1 0.4 -0.3
H 0.1 0.3 0.2

***

| no. | HOMO (eV) |
| --- | --- |
| 1 | -7.7 |
| 2 | -3.7 |
| 3 | -11.1 |